{
  "formula": "C2H10NO5",
  "method": "wB97M-V/def2-TZVPD",
  "elements": ["O", "C", "N", "C", "O", "H", "H", "H", "H", "H", "H", "O", "H", "H", "O", "H", "H", "O"],
  "positions_angstrom": [[-1.899731, -1.487321, -0.178458], [-1.151758, -0.610598, 0.160720], [-0.620112, 0.347892, -0.641573], [0.573340, 1.057058, -0.209328], [1.658475, 0.327653, -0.013125], [-0.830452, -0.552921, 1.212060], [-0.544463, 0.089683, -1.623316], [0.713686, 1.845655, -0.934149], [0.279140, 1.693772, 0.646887], [3.415312, -1.583738, -1.487983], [2.749226, -0.251687, -1.507948], [3.365901, -0.786649, -2.027806], [-4.662435, -0.182533, -1.242113], [-3.628068, -0.263903, -0.147938], [-4.449721, 0.193225, -0.378990], [1.537893, 0.377081, 2.092552], [1.903367, -0.553701, 3.226211], [1.590396, 0.341027, 3.054291]],
  "forces_ev_per_a": [[-0.48, -0.22, -0.53], [0.34, -0.31, 0.84], [0.87, -0.07, -0.87], [-1.91, 0.05, 0.32], [0.44, 0.16, 0.28], [0.05, 0.37, 0.13], [-0.60, -0.02, 0.14], [0.69, 0.51, -0.65], [0.42, -0.23, 0.41], [0.17, -0.09, -0.18], [0.28, -0.03, -0.21], [-0.28, 0.00, 0.26], [-0.07, 0.10, 0.14], [-0.24, -0.04, 0.00], [0.22, -0.13, -0.18], [0.23, 0.04, 0.13], [0.01, 0.05, 0.12], [-0.12, -0.13, -0.17]],
  "spin_multiplicity": 2,
  "homo_lumo_gap_ha": [0.4151, 0.2651],
  "de_lowest_kj_mol": 59.94
}

***

{
  "formula": "C2H10NO5",
  "method": "wB97M-V/def2-TZVPD",
  "elements": ["O", "C", "N", "C", "O", "H", "H", "H", "H", "H", "H", "O", "H", "H", "O", "H", "H", "O"],
  "positions_angstrom": [[-0.446021, -2.373503, 0.983470], [0.171326, -1.386824, 0.596054], [0.279409, -0.775067, -0.694197], [0.510493, 0.762527, -0.462456], [-0.463359, 1.346499, 0.289548], [0.793517, -0.805291, 1.371261], [-0.434355, -1.014319, -1.281876], [0.573450, 1.192841, -1.443698], [1.573230, 0.806914, -0.095474], [-3.396359, 0.828473, -0.517771], [-2.213188, 1.751740, -0.165481], [-2.981441, 1.673605, -0.768283], [2.252959, -2.174698, -2.755768], [1.566798, -1.060491, -1.934962], [2.386432, -1.285865, -2.371643], [0.258033, 1.649748, 1.682718], [0.060118, 0.832324, 2.986178], [0.619266, 1.534763, 2.643492]],
  "forces_ev_per_a": [[0.94, 1.87, -1.80], [0.23, -0.52, 1.54], [1.63, 2.10, 4.29], [-0.07, -3.10, -0.04], [1.30, -0.23, -0.82], [-0.54, -0.63, -1.07], [-2.50, -0.58, -1.96], [-0.29, 0.68, -0.72], [-1.02, 0.39, 0.30], [0.22, 0.53, -0.13], [-0.82, -0.05, -0.42], [0.32, -0.46, 0.47], [0.10, 0.75, 0.33], [-0.27, -0.28, 0.36], [0.73, -0.72, -0.95], [0.80, 0.20, 2.56], [-0.07, -0.07, 0.29], [-0.66, 0.12, -2.23]],
  "spin_multiplicity": 2,
  "homo_lumo_gap_ha": [0.4155, 0.2477],
  "de_lowest_kj_mol": 135.47
}

***

{
  "formula": "C2H10NOS",
  "method": "wB97M-V/def2-TZVPD",
  "elements": ["C", "C", "S", "N", "H", "H", "H", "H", "H", "H", "H", "H", "H", "H", "O"],
  "positions_angstrom": [[0.607750, 0.967165, 0.017828], [0.209816, -0.019917, 1.046964], [-1.197528, -1.138887, 0.779864], [1.819391, 1.814054, 0.403926], [-0.240800, 1.666278, -0.091149], [0.786397, 0.616099, -0.989452], [-0.021559, 0.445140, 2.008052], [0.932069, -0.779853, 1.412415], [-1.283737, -1.201345, -0.563108], [2.362967, 2.043874, -0.463104], [2.472406, 1.233790, 0.983388], [1.654348, 2.764760, 0.796184], [-1.286344, -0.278681, -2.782158], [-0.018993, -1.282467, -3.075251], [-0.489852, -0.710545, -2.461563]],
  "forces_ev_per_a": [[-0.82, 1.59, -0.56], [0.68, -1.95, 1.98], [-1.03, 0.13, -0.35], [0.28, -0.98, -0.59], [0.40, -0.10, 0.03], [0.17, -0.58, 0.15], [-0.27, 0.50, -0.27], [0.55, 0.87, -0.93], [0.40, 0.11, 0.22], [0.12, -0.12, -0.17], [-0.05, 0.47, 0.10], [-0.41, 0.01, 0.63], [0.27, -0.42, -0.75], [-0.68, 0.30, -0.42], [0.37, 0.16, 0.93]],
  "spin_multiplicity": 2,
  "homo_lumo_gap_ha": [0.1489, 0.3424],
  "de_lowest_kj_mol": 44.42
}

***

{
  "formula": "C2H10NOSi",
  "method": "wB97M-V/def2-TZVPD",
  "elements": ["C", "C", "N", "O", "Si", "H", "H", "H", "H", "H", "H", "H", "H", "H", "H"],
  "positions_angstrom": [[-3.017582, -0.994082, 0.141566], [2.952424, -0.105654, 0.237616], [1.648445, 0.287981, -0.377439], [-2.224409, 0.116683, -0.219707], [-1.123644, 1.178351, 0.076613], [-2.380555, -1.850649, 0.362858], [-3.666500, -1.224411, -0.703312], [-3.623973, -0.758142, 1.015652], [3.710396, -0.297370, -0.523808], [2.801158, -0.996154, 0.841495], [-1.029201, 1.951679, -1.135375], [1.351077, -0.476801, -0.978818], [1.838631, 1.078343, -0.991460], [-0.524676, 1.379119, 1.379431], [3.288416, 0.711104, 0.874694]],
  "forces_ev_per_a": [[-0.55, -0.82, 0.32], [-0.50, 0.28, 0.23], [-0.57, 0.13, -0.37], [0.42, 0.43, -0.07], [0.80, -0.75, -0.24], [-0.02, 0.10, -0.04], [0.11, 0.04, 0.11], [0.08, 0.05, -0.06], [-0.08, -0.03, 0.04], [0.08, 0.02, 0.03], [0.35, 0.51, -0.03], [0.12, 0.13, -0.12], [-0.08, -0.19, -0.06], [-0.18, 0.22, 0.24], [0.03, -0.13, 0.03]],
  "homo_lumo_gap_ha": 0.3462,
  "de_lowest_kj_mol": 151.00,
  "total_charge": 1
}

***

{
  "formula": "C2H10NS",
  "method": "wB97M-V/def2-TZVPD",
  "elements": ["N", "H", "H", "H", "H", "C", "C", "S", "H", "H", "H", "H", "H", "H"],
  "positions_angstrom": [[-0.274293, 2.111601, -1.189738], [-0.894114, 2.135865, -0.374757], [-0.843878, 1.937060, -2.024404], [0.306437, 1.262778, -1.173044], [0.226779, 2.992796, -1.284257], [0.286332, -0.539177, 1.557732], [0.405287, -1.518341, 0.400956], [-0.789801, -0.999618, -0.903842], [0.739211, 0.432478, 1.371918], [-0.618993, -0.530263, 2.146500], [1.091704, -0.966600, 2.190185], [0.184991, -2.556702, 0.636701], [1.380777, -1.567512, -0.063716], [-1.200438, -2.194366, -1.290233]],
  "forces_ev_per_a": [[-0.55, -0.42, -0.50], [0.12, -0.13, -0.02], [-0.21, 0.35, 0.05], [0.30, 0.22, 0.39], [0.28, -0.06, 0.00], [2.61, -1.50, 0.75], [-1.16, 0.30, -0.87], [0.14, 0.15, 0.23], [-0.55, 0.37, -0.38], [-0.33, 0.07, -0.33], [-0.53, 0.36, 0.49], [-0.31, 0.17, 0.42], [0.34, 0.41, 0.16], [-0.14, -0.30, -0.39]],
  "homo_lumo_gap_ha": 0.3323,
  "de_lowest_kj_mol": 61.10,
  "total_charge": 1
}

***

{
  "formula": "C2H10NS",
  "method": "wB97M-V/def2-TZVPD",
  "elements": ["N", "H", "H", "H", "H", "C", "S", "C", "H", "H", "H", "H", "H", "H"],
  "positions_angstrom": [[2.405046, -0.679440, 0.708816], [3.113856, -0.319838, 0.062913], [2.483651, -0.087242, 1.539569], [2.666192, -1.634521, 0.955932], [1.416480, -0.549550, 0.315039], [-0.971046, 1.651999, -0.893335], [-0.303828, 0.014223, -0.700346], [-1.643946, -0.973751, 0.076249], [-2.044340, 1.630713, -0.692400], [-0.589837, 2.330677, -0.130096], [-0.801386, 2.035620, -1.891120], [-1.593942, -1.995849, -0.275128], [-2.597186, -0.546116, -0.227990], [-1.539717, -0.876928, 1.151902]],
  "forces_ev_per_a": [[0.53, 0.46, 0.31], [-0.28, -0.12, -0.23], [-0.12, -0.18, 0.10], [-0.28, -0.06, -0.03], [0.25, 0.06, -0.10], [-0.65, 0.75, 0.91], [-0.07, -1.17, -0.39], [0.19, 0.95, 0.00], [0.03, -0.20, -0.29], [0.26, 0.04, -0.23], [0.13, -0.06, -0.09], [0.18, -0.12, 0.04], [0.02, -0.05, -0.05], [-0.18, -0.31, 0.07]],
  "homo_lumo_gap_ha": 0.3343,
  "de_lowest_kj_mol": 19.42,
  "total_charge": 1
}

***

Question: What is the formula in the first record?
Answer: C2H10NO5

***

Question: Number 4 is which compound?
Answer: C2H10NOSi